No. 1
# C2H5N3S

A structure of composition C2H5N3S (wB97M-V/def2-TZVPD, the OMol25 dataset).

XYZ file:
```
11
Properties=species:S:1:pos:R:3:nbo_charge:R:1
C 1.04347 -0.31915 0.11934 0.52
C -0.77843 1.03247 1.04027 -0.43
N 1.42664 0.16528 -0.96866 -0.83
N 0.10627 -1.73292 -1.63030 -0.93
N 0.27561 0.03445 1.11517 -0.59
S 1.02867 -0.62177 -2.28607 0.87
H -1.64982 0.70886 1.42977 0.20
H -0.50877 1.91643 1.43209 0.20
H -1.01378 1.39160 0.02975 0.22
H -0.46562 -2.22868 -2.29265 0.35
H 0.53575 -0.34657 2.01128 0.41
```

Computed properties:
E_LUMO (alpha / beta) = 0.91 / -0.47 eV
expectation value of S² = 2.0081
2S+1 = 3
orbital gap (alpha / beta) = 6.84 / 9.19 eV
energy above the lowest of the compared OMol25 structures with the same formula, charge and spin = 3.2 kcal per mole

No. 2
# C35H63F4InO11

A structure of composition C35H63F4InO11 (wB97M-V/def2-TZVPD, the OMol25 dataset).

XYZ file:
```
114
Properties=species:S:1:pos:R:3:mulliken_charge:R:1
In -0.06364 0.18066 -0.39552 3.00
C -1.84792 0.85297 -3.86535 -0.16
O -2.44632 -0.04262 -2.94788 0.10
O -0.93337 1.45154 -3.05833 -0.68
C -1.50241 0.20738 -5.27381 0.26
F -0.79461 -0.87380 -5.13839 -0.15
F -2.60215 -0.14701 -5.96198 -0.32
F -0.82576 1.10893 -6.01687 -0.31
C -3.78573 -0.37875 -3.17327 -0.78
C -4.18194 -1.26709 -2.01931 -0.34
H -5.07472 -0.89427 -1.51726 0.24
H -4.36004 -2.29618 -2.33132 0.35
H -3.38515 -1.08971 -1.29697 -0.24
H -3.78881 -0.88677 -4.13764 0.51
H -4.49558 0.44610 -3.23506 0.29
H -2.54251 1.64556 -4.14364 0.28
C -2.43928 -3.99037 1.21859 -1.00
C -2.71815 -2.53863 1.55751 -0.04
O -1.64101 -1.70027 1.49016 -0.31
H -3.30457 -4.59171 1.49743 0.46
H -1.53607 -4.32606 1.72812 0.17
H -2.29248 -4.25180 0.17064 -0.02
H -3.08704 -2.54321 2.58318 0.32
H -3.47655 -2.02120 0.96999 0.02
C 4.45828 1.70901 2.52591 -1.54
C 2.94493 1.63220 2.34503 0.03
O 2.50796 0.86199 1.32145 -0.48
H 4.90485 0.71738 2.59910 0.29
H 4.66822 2.20213 3.47505 0.44
H 4.99279 2.27589 1.76365 0.23
H 2.58024 2.64444 2.17044 0.25
H 2.44359 1.41994 3.28934 0.07
F 2.45645 -2.51602 7.89474 -0.34
C 2.13033 -2.23786 6.58394 0.26
C 0.76453 -2.26028 6.25918 -0.54
C 0.34543 -1.86611 4.99011 -0.64
C 1.38468 -1.52888 4.07306 -0.03
C 2.70578 -1.43571 4.36199 -0.24
C 3.09713 -1.81504 5.67565 -0.57
H 0.06626 -2.66825 6.97498 0.41
H -0.65668 -1.80439 4.59218 0.29
H 1.17261 -1.15667 3.08164 0.55
H 3.40714 -1.27131 3.55733 0.41
H 4.12272 -1.83432 6.01360 0.42
C -0.06858 -4.40332 -2.11781 -0.78
C -0.96652 -3.29506 -2.64209 0.62
O -0.80153 -2.13393 -2.26371 0.23
C -1.95988 -3.67060 -3.72902 -1.46
H -0.40216 -5.29628 -2.64645 0.54
H -0.16340 -4.54628 -1.04140 -0.24
H 0.95661 -4.22987 -2.44492 0.19
H -2.54298 -2.85046 -4.14790 0.01
H -2.65952 -4.36818 -3.26859 0.41
H -1.41705 -4.22925 -4.49148 0.41
C 4.34846 1.77244 -1.60644 -0.90
C 3.05122 2.54796 -1.64943 0.86
O 1.95329 2.01914 -1.79201 -0.26
C 3.08582 4.03262 -1.31679 -1.03
H 4.77273 1.65450 -2.60353 0.39
H 4.12873 0.75936 -1.26956 -0.18
H 5.06000 2.35553 -1.02180 0.38
H 3.75957 4.21082 -0.47870 0.43
H 2.10845 4.38280 -0.98475 -0.15
H 3.47100 4.62615 -2.14592 0.36
C 3.78394 -2.72564 0.60665 -0.98
C 2.33148 -3.11600 0.63053 0.74
O 1.50659 -2.40808 0.04297 -0.14
C 1.93588 -4.47803 1.31232 -0.98
H 4.15112 -2.99661 -0.38323 0.38
H 4.35397 -3.16361 1.42602 0.39
H 3.85456 -1.63812 0.62721 -0.09
H 2.58490 -5.32116 1.07571 0.40
H 0.92066 -4.66940 0.96473 -0.05
H 1.94000 -4.55593 2.39952 0.31
C -4.39326 2.69235 -0.85692 -1.30
C -3.99547 1.69573 0.20487 1.17
O -2.79798 1.40869 0.20841 -0.32
C -5.03515 0.90430 0.94701 -1.30
H -4.46908 3.70539 -0.46180 0.40
H -5.23579 2.31084 -1.43373 0.40
H -3.59454 2.86081 -1.57925 0.12
H -4.49575 0.14714 1.51610 0.03
H -5.77884 0.40570 0.32536 0.37
H -5.54240 1.68301 1.51656 0.45
C -1.74004 1.22109 4.42625 -0.78
C -0.73771 1.91486 3.54889 0.77
O -0.53262 1.50120 2.36380 -0.31
C -0.03199 3.16957 4.16547 -1.27
H -2.68050 1.37186 3.89624 0.21
H -1.77594 1.50657 5.47758 0.40
H -1.56286 0.15102 4.31829 -0.06
H -0.57198 4.06699 3.86357 0.26
H 0.96815 3.17553 3.73212 0.15
H 0.00878 3.03447 5.24630 0.46
C 2.09132 0.55535 -4.80876 -1.22
C 2.29928 -0.66137 -3.94784 0.94
O 1.80585 -0.73994 -2.82393 -0.41
C 3.32766 -1.65558 -4.38832 -1.50
H 3.04459 1.06416 -4.95182 0.44
H 1.36373 1.21101 -4.33042 -0.09
H 1.69604 0.28780 -5.78869 0.45
H 4.27494 -1.39627 -3.91555 0.34
H 3.52827 -1.66062 -5.45970 0.38
H 3.15991 -2.65304 -3.98208 0.28
C -1.60558 4.67616 0.98803 -0.94
C -1.03131 4.37114 -0.33046 0.81
O -0.43884 3.36173 -0.49782 -0.45
C -1.13915 5.44375 -1.40720 -1.51
H -2.00829 5.68809 1.03184 0.47
H -0.79342 4.78992 1.70605 0.14
H -2.40760 4.02716 1.33969 0.18
H -0.96428 4.94205 -2.35895 0.25
H -0.47843 6.29459 -1.24102 0.33
H -2.17855 5.73947 -1.54966 0.49
```

Computed properties:
E_LUMO = -3.57 eV
orbital gap = 3.69 eV

No. 3
# C12H48F2N25O16S2

A cluster of 13 separate species, C12H48F2N25O16S2 in total (wB97M-V/def2-TZVPD, the OMol25 dataset).

XYZ file:
```
105
Properties=species:S:1:pos:R:3:mulliken_spin:R:1
N -20.38096 -10.89173 6.59993 0.20
S -21.19583 -12.17659 6.29279 0.17
O -22.66396 -12.18701 6.47230 0.07
O -20.63354 -13.54014 6.54552 0.07
F -21.13480 -12.14022 4.64303 0.01
S -20.56078 -11.26756 8.23647 0.30
O -19.82459 -12.41462 8.93615 0.11
O -21.76347 -10.77911 8.89256 0.10
F -19.61849 -10.01843 8.80039 0.02
C -20.53309 -16.63348 8.06431 0.00
O -20.62828 -17.64891 8.76515 0.00
N -21.28911 -16.29339 7.04290 0.00
N -19.75127 -15.57693 8.33201 0.00
H -21.21919 -15.42743 6.52781 0.00
H -21.96746 -17.02324 6.87776 0.00
H -19.86536 -14.73975 7.77864 0.01
H -18.92523 -15.61585 8.91187 0.00
C -20.48009 -10.33693 12.64111 0.00
O -21.42554 -9.60757 12.87970 0.00
N -20.21267 -10.77879 11.48605 0.00
N -19.61237 -10.66626 13.52549 0.00
H -20.82084 -10.69245 10.68432 0.00
H -19.47415 -11.45731 11.36647 0.00
H -18.77948 -11.23698 13.49916 0.00
H -19.83078 -10.26284 14.42530 0.00
C -19.55143 -16.85201 3.54898 0.00
O -19.52044 -17.78691 4.29313 0.00
N -19.79225 -16.93426 2.28066 0.00
N -19.42575 -15.58928 3.78547 0.00
H -19.69269 -16.11609 1.69689 0.00
H -19.69679 -17.80887 1.78462 0.00
H -19.94873 -15.03520 3.12245 0.00
H -19.18618 -15.23565 4.70070 0.00
C -21.91049 -9.00784 3.96572 0.00
O -22.76554 -8.84034 3.12512 0.00
N -20.65532 -9.37882 3.73265 0.00
N -22.20571 -9.08931 5.20471 0.00
H -20.31582 -9.93759 4.50247 0.00
H -20.06889 -9.18088 2.93451 0.00
H -21.55817 -9.72623 5.64642 -0.01
H -23.08681 -8.80824 5.61062 0.00
C -24.79507 -11.87664 2.68876 0.00
O -25.67855 -12.65027 2.49662 0.00
N -23.81909 -11.96456 3.54140 0.00
N -24.81828 -10.62922 2.21451 0.00
H -23.85888 -12.63347 4.29710 0.00
H -23.16194 -11.19816 3.51122 0.00
H -24.22174 -9.86365 2.49402 0.00
H -25.43404 -10.45971 1.43207 0.00
C -16.72784 -14.02153 5.49638 0.00
O -17.05418 -14.13192 4.33488 0.00
N -17.59454 -14.03954 6.45018 0.00
N -15.52826 -14.08360 5.92005 0.00
H -17.34974 -13.53689 7.29132 0.00
H -18.56803 -13.97619 6.18864 0.00
H -15.33802 -14.32395 6.88242 0.00
H -14.79005 -13.90706 5.25373 0.00
C -26.15683 -14.43081 6.31461 0.00
O -26.95340 -14.06842 7.19892 0.00
N -25.03038 -13.83881 6.12077 0.00
N -26.33822 -15.61257 5.65070 0.00
H -24.24335 -14.26413 5.65196 0.00
H -24.68339 -12.99471 6.55344 0.00
H -27.04252 -16.17191 6.11026 0.00
H -25.66054 -16.19341 5.17799 0.00
C -24.90791 -8.67601 7.06024 0.00
O -24.53410 -8.00741 6.11347 0.00
N -25.56910 -8.13059 8.02971 0.00
N -24.74763 -9.92728 7.19278 0.00
H -25.72835 -7.13334 8.01489 0.00
H -25.92117 -8.70448 8.78256 0.00
H -24.51635 -10.31113 6.28765 0.00
H -25.21588 -10.42486 7.93659 0.00
C -21.58241 -6.76210 8.76510 0.00
O -22.04652 -6.59727 9.83296 0.00
N -21.60003 -7.87447 8.15768 -0.01
N -21.35512 -5.67361 8.13352 0.00
H -21.64416 -8.75687 8.64709 0.00
H -21.01510 -7.87197 7.33430 0.00
H -21.61710 -4.83513 8.63194 0.00
H -21.48510 -5.63826 7.13255 0.00
C -24.24559 -13.46381 10.45597 0.00
O -23.17134 -13.22796 10.84745 0.00
N -24.63870 -13.09300 9.32628 0.00
N -25.26540 -14.14072 10.95824 0.00
H -23.92440 -12.54199 8.87213 0.00
H -25.59607 -13.04195 9.00860 0.00
H -26.14659 -14.33807 10.50585 0.00
H -25.06619 -14.46268 11.89459 0.00
C -17.95153 -8.21430 6.35116 0.00
O -18.57352 -7.44511 7.09941 0.00
N -17.15307 -7.74100 5.46365 0.00
N -18.06259 -9.47536 6.30001 0.00
H -16.90105 -6.77027 5.58317 0.00
H -16.73613 -8.21482 4.67513 0.00
H -17.25195 -9.98630 5.98080 0.00
H -18.97608 -9.90449 6.33867 -0.02
C -15.73286 -11.03885 8.74566 0.00
O -15.90325 -12.12991 8.18200 0.00
N -16.70280 -10.21566 8.81229 0.00
N -14.52432 -10.59599 8.95658 0.00
H -16.53251 -9.30820 9.22170 0.00
H -17.48677 -10.33008 8.18587 0.00
H -13.94236 -11.19109 8.38448 0.00
H -14.34058 -9.63138 9.19296 0.00
```

Computed properties:
E_LUMO (alpha / beta) = 3.60 / 3.59 eV
expectation value of S² = 0.7517
2S+1 = 2
orbital gap (alpha / beta) = 5.05 / 7.85 eV
net charge = -2

No. 4
# C3H2F2

An isolated molecule of C3H2F2 (wB97M-V/def2-TZVPD, the OMol25 dataset).

XYZ file:
```
7
Properties=species:S:1:pos:R:3:nbo_charge:R:1
C 0.58290 0.40984 -0.31304 -0.03
C -0.48908 -0.29376 -0.01782 -0.49
C -1.91361 -0.02014 0.12240 0.76
F -2.43810 1.24123 0.05267 -0.32
F -2.88588 -0.89138 -0.14807 -0.30
H 0.78459 1.43442 -0.28634 0.17
H -0.39540 -1.32770 0.07771 0.23
```

Computed properties:
E_LUMO (alpha / beta) = -0.92 / -0.60 eV
orbital gap (alpha / beta) = 7.23 / 9.06 eV
energy above the lowest of the compared OMol25 structures with the same formula, charge and spin = 65.1 kcal per mole

No. 5
# C6H10N2S

An isolated molecule of C6H10N2S (wB97M-V/def2-TZVPD, the OMol25 dataset).

XYZ file:
```
19
Properties=species:S:1:pos:R:3:nbo_charge:R:1
C 0.04515 -0.30795 -0.13979 -0.01
C 0.84156 -1.45781 -0.19334 -0.13
C 0.50431 0.27296 2.20594 -0.16
C -0.81576 2.62759 1.12225 -0.03
C -0.73962 0.19671 -1.29941 -0.65
C 0.68502 -2.13464 -1.52279 -0.66
N -0.10562 0.42095 1.04284 -0.10
N -1.10413 1.39575 0.98056 -0.21
S 2.10578 -1.89805 0.79238 -0.19
H 1.13839 -0.45571 2.51511 0.24
H 0.14181 0.97430 2.96418 0.18
H 0.18397 3.05047 1.27114 0.18
H -1.60338 3.25791 1.02776 0.19
H -0.22454 0.38497 -2.19100 0.22
H -1.36368 1.16433 -1.27285 0.24
H -1.42898 -0.61908 -1.46389 0.22
H -0.29893 -2.50512 -1.64579 0.21
H 1.40338 -2.99502 -1.86686 0.24
H 0.63528 -1.37257 -2.32643 0.22
```

Computed properties:
E_LUMO (alpha / beta) = -0.10 / -0.10 eV
orbital gap (alpha / beta) = 7.12 / 7.12 eV
energy above the lowest of the compared OMol25 structures with the same formula, charge and spin = 88.8 kcal per mole

No. 6
# C2H4ClNS

A cluster of 2 separate species, C2H4ClNS in total (wB97M-V/def2-TZVPD, the OMol25 dataset).

XYZ file:
```
9
Properties=species:S:1:pos:R:3:nbo_charge:R:1
C 1.17258 -1.37987 0.59450 -0.23
C -0.44598 1.12901 -0.33880 -0.48
N -0.74510 -0.05112 0.46499 -0.42
S 2.30727 -1.21419 -0.47082 0.24
Cl -1.67859 -1.27929 -0.40366 0.02
H 0.70169 -1.58603 1.52094 0.24
H -1.48700 1.36136 -0.51029 0.22
H 0.01402 1.91843 0.35959 0.21
H 0.16110 1.10170 -1.21647 0.20
```

Computed properties:
E_LUMO (alpha / beta) = -0.76 / -1.03 eV
orbital gap (alpha / beta) = 7.92 / 6.61 eV
energy above the lowest of the compared OMol25 structures with the same formula, charge and spin = 121.3 kcal per mole

No. 7
# C5H9NOS

A structure of composition C5H9NOS (wB97M-V/def2-TZVPD, the OMol25 dataset).

XYZ file:
```
17
Properties=species:S:1:pos:R:3:nbo_charge:R:1
C -0.28534 2.17142 -0.07769 -0.64
C -0.67644 0.74955 -0.24371 0.16
C -0.61738 -1.33885 -0.77651 -0.12
C 0.30101 -0.34458 -0.00084 -0.25
C 0.53756 -0.72883 1.42700 -0.64
H 0.20669 2.47036 -1.12158 0.22
H -1.05980 2.80460 -0.07549 0.23
H 0.38804 2.35149 0.72473 0.22
H -0.34884 -1.25534 -1.87524 0.21
H -0.38953 -2.29616 -0.28321 0.21
H 0.44579 0.29691 2.02219 0.23
H -0.49728 -1.58419 1.63932 0.23
H 1.80163 -1.23787 1.56681 0.26
H 2.20816 -1.69258 -1.13687 0.15
N -1.95139 0.44739 -0.37129 -0.07
O -2.02029 -0.87658 -0.62089 -0.36
S 1.95743 0.06326 -0.79673 -0.03
```

Computed properties:
E_LUMO = -0.49 eV
orbital gap = 8.71 eV
energy above the lowest of the compared OMol25 structures with the same formula, charge and spin = 153.7 kcal per mole